(1)
16
Properties=species:S:1:pos:R:3:nbo_charge:R:1 method="wB97M-V/def2-TZVPD" gap_ev=11.555 e_homo_ev=-10.732 e_above_lowest_kcal_mol=28.0 e_lumo_ha=0.0302 smiles=C[C@H](C#N)CCO
C -2.120 -0.359 -0.083 -0.594
C -0.575 -0.503 -0.067 -0.336
C 0.179 0.825 -0.268 -0.396
C 1.683 0.698 -0.080 -0.066
O 2.170 -0.218 -1.043 -0.728
C -0.274 -1.106 1.241 0.291
N -0.218 -1.560 2.304 -0.345
H -2.420 0.687 -0.193 0.214
H -2.522 -0.722 0.866 0.232
H -2.580 -0.947 -0.881 0.221
H -0.236 -1.195 -0.847 0.259
H -0.023 1.187 -1.283 0.219
H -0.205 1.576 0.433 0.215
H 1.892 0.349 0.944 0.172
H 2.153 1.688 -0.197 0.168
H 3.095 -0.401 -0.843 0.475

(2)
13
Properties=species:S:1:pos:R:3:nbo_charge:R:1 method="wB97M-V/def2-TZVPD" gap_ev=10.420 e_homo_ev=-9.639 e_above_lowest_kcal_mol=74.9 e_lumo_ha=0.0287
O 2.283 1.385 -1.466 -0.503
C 1.869 0.891 -0.446 0.423
C 0.796 -0.171 -0.423 -0.019
O 0.707 -0.819 0.843 -0.509
C -0.692 -0.981 0.687 0.112
C -1.487 0.264 0.682 -0.449
C -0.714 -0.025 -0.564 -0.254
H 2.318 1.107 0.545 0.120
H 1.041 -0.896 -1.212 0.201
H -1.057 -1.930 1.082 0.209
H -2.518 -0.041 0.480 0.222
H -1.400 1.116 1.346 0.213
H -1.146 0.100 -1.554 0.233

(3)
23
Properties=species:S:1:pos:R:3:nbo_charge:R:1 method="wB97M-V/def2-TZVPD" gap_ev=8.554 e_homo_ev=-8.197 e_above_lowest_kcal_mol=23.4 e_lumo_ha=0.0131 smiles="C=C(C)N.O.O.O.O"
C -1.194 2.458 1.362 -0.667
C -0.437 1.186 1.493 0.209
C 0.764 0.976 2.043 -0.586
N -1.226 0.088 1.145 -0.825
H -0.534 3.285 1.659 0.223
H -2.039 2.561 2.047 0.226
H -1.553 2.757 0.378 0.226
H 1.079 -0.055 2.176 0.191
H 1.472 1.656 2.490 0.212
H -2.222 0.175 1.171 0.390
H -0.791 -0.813 1.092 0.405
H 0.459 -3.927 -1.815 0.478
H 1.349 -3.070 -0.949 0.478
O 0.653 -3.736 -0.887 -0.935
H -0.890 -2.653 -0.941 0.485
H -1.341 -1.275 -1.421 0.466
O -1.575 -1.975 -0.811 -0.971
H 0.930 -0.050 -2.383 0.498
H -0.561 0.189 -2.755 0.464
O 0.238 -0.263 -3.022 -0.964
H 1.929 1.192 -0.247 0.492
H 3.148 0.429 -0.764 0.474
O 2.343 0.866 -1.060 -0.968

Please write out number 1 again, unchanged.
16
Properties=species:S:1:pos:R:3:nbo_charge:R:1 method="wB97M-V/def2-TZVPD" gap_ev=11.555 e_homo_ev=-10.732 e_above_lowest_kcal_mol=28.0 e_lumo_ha=0.0302 smiles=C[C@H](C#N)CCO
C -2.120 -0.359 -0.083 -0.594
C -0.575 -0.503 -0.067 -0.336
C 0.179 0.825 -0.268 -0.396
C 1.683 0.698 -0.080 -0.066
O 2.170 -0.218 -1.043 -0.728
C -0.274 -1.106 1.241 0.291
N -0.218 -1.560 2.304 -0.345
H -2.420 0.687 -0.193 0.214
H -2.522 -0.722 0.866 0.232
H -2.580 -0.947 -0.881 0.221
H -0.236 -1.195 -0.847 0.259
H -0.023 1.187 -1.283 0.219
H -0.205 1.576 0.433 0.215
H 1.892 0.349 0.944 0.172
H 2.153 1.688 -0.197 0.168
H 3.095 -0.401 -0.843 0.475